1.
ORCA calculation (ωB97M-V with the def2-TZVPD basis set) on a molecular structure, C17H24ClIN2O3PRu.

```
50
Properties=species:S:1:pos:R:3:mulliken_spin:R:1
C 2.268 1.239 0.773 -0.03
C 1.136 2.112 1.792 0.00
H 3.190 1.761 0.850 0.00
H 1.919 1.347 -0.228 0.03
H 2.558 0.204 0.926 0.00
O 1.824 2.586 2.718 0.00
I -0.793 2.590 2.166 0.01
Ru -0.107 1.150 -3.025 3.43
P 0.314 3.205 -3.457 0.14
C -0.193 4.760 -2.591 0.00
C 1.942 3.513 -4.235 0.02
H -0.903 1.897 -5.294 -0.01
H -1.011 3.661 -5.170 0.04
H -2.018 2.646 -4.131 0.00
C -1.052 2.734 -4.617 0.11
H 2.327 2.565 -4.606 0.00
H 1.767 4.195 -5.056 0.01
H 0.050 5.593 -3.279 0.01
H 0.386 4.860 -1.648 0.01
H 2.630 3.954 -3.513 0.01
H -1.283 4.718 -2.384 0.00
C -1.220 1.689 -1.628 -0.13
O -1.934 2.032 -0.757 0.13
Cl 1.180 -0.292 -4.390 0.26
C -1.474 -3.780 2.126 0.00
N -0.637 -3.285 1.059 0.29
N 0.088 -2.170 1.262 0.25
C 0.163 -1.459 -0.002 -0.11
O 0.168 -0.219 -0.026 0.27
C -0.284 -2.437 -0.935 0.18
C -0.832 -3.486 -0.260 -0.07
C -1.524 -4.705 -0.769 0.01
C 0.300 -1.709 2.594 0.04
C 0.883 -2.505 3.623 0.01
C 0.736 -2.107 4.976 -0.01
C -0.029 -0.970 5.311 0.03
C -0.460 -0.124 4.297 -0.02
C -0.201 -0.474 2.968 0.04
H -2.060 -4.586 1.695 0.00
H -2.173 -3.033 2.529 0.02
H -0.820 -4.182 2.891 0.01
H -0.196 -2.239 -1.980 0.01
H -1.082 -5.646 -0.421 -0.01
H -2.609 -4.754 -0.598 0.00
H -1.432 -4.800 -1.853 0.00
H 1.347 -3.453 3.394 0.00
H 1.105 -2.745 5.766 0.00
H -0.269 -0.769 6.371 0.00
H -1.055 0.754 4.561 0.00
H -0.631 0.162 2.208 0.00
```

The largest force on an atom comes out at 8.5 eV/Å. Its total charge is +2. As for the spin multiplicity: 6. The highest occupied orbital energy (spin up / spin down) is -0.49280 / -0.51469 Eh. The calculation puts the energy relative to the best compared isomer or geometry (same formula, charge and spin) at 233.43 kJ/mol.

---

2.
ORCA calculation (ωB97M-V with the def2-TZVPD basis set) on a single C14H15Cl2N3 molecule.

```
34
Properties=species:S:1:pos:R:3:mulliken_charge:R:1
C -2.945 -0.339 -2.243 -1.27
C -2.145 -0.965 -1.081 0.41
N -2.791 -1.663 -0.162 -0.73
N -2.229 -1.972 1.050 -0.48
C -0.969 -1.747 1.409 0.27
N -0.533 -2.078 2.710 0.08
C -1.526 -2.654 3.652 -0.90
C 0.802 -1.657 3.246 -0.88
C -0.024 -1.105 0.374 -0.31
C -0.696 -0.677 -0.896 1.13
C 0.032 0.003 -1.900 -1.50
C 1.494 0.086 -1.877 0.32
C 2.146 1.137 -1.258 0.23
Cl 1.225 2.422 -0.456 -0.17
C 3.568 1.053 -1.144 -0.30
C 4.296 -0.018 -1.665 -0.73
C 3.592 -0.972 -2.435 -0.32
C 2.207 -0.917 -2.551 0.15
Cl 1.459 -2.193 -3.567 -0.19
H -2.781 0.725 -2.281 0.37
H -2.580 -0.780 -3.166 0.35
H -4.046 -0.558 -2.135 0.32
H -1.039 -3.028 4.541 0.32
H -2.058 -3.479 3.183 0.31
H -2.212 -1.878 3.958 0.31
H 1.630 -1.770 2.499 0.28
H 1.070 -2.276 4.052 0.34
H 0.780 -0.633 3.658 0.32
H 0.438 -0.234 0.856 0.43
H 0.784 -1.799 0.096 0.31
H -0.516 0.376 -2.764 0.38
H 4.063 1.809 -0.547 0.38
H 5.370 -0.021 -1.441 0.36
H 4.178 -1.668 -3.019 0.42
```

The largest force on an atom comes out at 4.0 eV/Å. Its total charge is 0. As for the spin multiplicity: 1. The highest occupied orbital energy is -0.28023 Eh. The calculation puts the energy relative to the best compared isomer or geometry (same formula, charge and spin) at 60.21 kJ/mol.

---

3.
ORCA calculation (ωB97M-V with the def2-TZVPD basis set) on a molecular structure, C42H31BrN8O4SSn.

```
88
Properties=species:S:1:pos:R:3:mulliken_charge:R:1
Sn -0.897 0.703 0.558 1.39
Br 6.567 -0.379 1.791 -0.11
C 4.751 0.104 1.872 -0.16
C 3.794 -0.727 1.304 -1.14
C 2.457 -0.374 1.357 0.49
C 2.082 0.801 1.995 -0.89
C 3.042 1.641 2.550 -0.42
C 4.380 1.290 2.490 -0.82
N 0.696 1.136 2.066 0.70
C 0.217 1.613 3.145 -0.76
C -1.216 1.892 3.276 0.64
C -1.747 2.463 4.410 -0.90
C -3.123 2.663 4.477 -0.56
C -3.915 2.286 3.409 -1.02
C -3.314 1.715 2.299 -0.26
N -1.997 1.527 2.245 0.27
H 4.093 -1.650 0.826 0.57
H 1.711 -1.036 0.936 0.81
H 2.759 2.587 2.995 0.58
H 5.133 1.941 2.914 0.48
H 0.842 1.773 4.018 0.80
H -1.098 2.734 5.231 0.57
H -3.566 3.103 5.360 0.48
H -4.987 2.422 3.424 0.49
H -3.891 1.398 1.439 0.61
C 2.144 -6.841 3.483 -1.49
C 1.314 -5.601 3.346 0.86
C 1.913 -4.341 3.296 -1.10
C 1.152 -3.194 3.173 -0.32
C -0.230 -3.302 3.095 -0.09
C -0.854 -4.541 3.169 -0.45
C -0.078 -5.680 3.295 -0.89
S -1.197 -1.855 2.892 1.57
O -2.580 -2.201 3.010 -0.75
O -0.640 -0.816 3.721 -0.70
N -0.941 -1.307 1.336 0.11
C -1.625 -1.915 0.290 0.82
C -2.037 -3.235 0.144 -0.84
C -2.676 -3.574 -1.032 -0.57
C -2.902 -2.619 -2.023 -1.11
C -2.496 -1.327 -1.794 -0.47
N -1.871 -0.993 -0.654 0.34
H 3.160 -6.681 3.126 0.39
H 1.706 -7.671 2.929 0.39
H 2.204 -7.144 4.530 0.31
H 2.990 -4.263 3.372 0.44
H 1.626 -2.222 3.165 0.58
H -1.935 -4.605 3.164 0.60
H -0.560 -6.646 3.367 0.45
H -1.862 -3.969 0.914 0.33
H -3.013 -4.592 -1.179 0.48
H -3.410 -2.870 -2.942 0.50
H -2.695 -0.523 -2.487 0.60
O -0.460 3.194 0.605 -0.67
C -1.328 3.253 -0.268 0.56
N -1.930 2.088 -0.678 0.38
C -2.685 2.365 -1.848 -0.21
O -3.189 1.544 -2.564 -0.65
C -2.666 3.846 -2.018 0.20
C -3.316 4.637 -2.940 -0.58
C -3.098 6.011 -2.853 -0.52
C -2.255 6.555 -1.888 -0.67
C -1.594 5.748 -0.964 -0.42
C -1.825 4.390 -1.052 0.31
H -3.967 4.213 -3.692 0.53
H -3.594 6.673 -3.550 0.44
H -2.112 7.627 -1.856 0.46
H -0.935 6.167 -0.217 0.55
N 2.725 -1.501 -9.222 -0.43
C 2.532 -1.119 -8.157 -0.08
C 2.288 -0.644 -6.825 0.52
C 0.989 -0.331 -6.430 -0.79
C 0.753 0.122 -5.145 -0.25
C 1.820 0.242 -4.268 0.32
C 3.118 -0.063 -4.645 -0.51
C 3.351 -0.505 -5.936 -0.84
N 1.567 0.693 -2.929 0.23
C 2.221 1.706 -2.261 -0.94
C 1.683 1.756 -1.019 -0.87
N 0.715 0.775 -0.917 0.69
C 0.674 0.157 -2.093 -0.84
H 0.175 -0.430 -7.134 0.48
H -0.247 0.397 -4.833 0.58
H 3.933 0.030 -3.940 0.52
H 4.354 -0.752 -6.256 0.46
H 2.977 2.305 -2.738 0.62
H 1.911 2.424 -0.208 0.70
H 0.038 -0.669 -2.357 0.89
```

The largest force on an atom comes out at 0.8 eV/Å. Its total charge is +2. As for the spin multiplicity: 1. The highest occupied orbital energy is -0.50284 Eh. The calculation puts the energy relative to the best compared isomer or geometry (same formula, charge and spin) at 0.00 kJ/mol.

---

| no. | total energy (Ha) |
| --- | --- |
| 1 | -2190.71294 |
| 2 | -1627.04222 |
| 3 | -5544.22873 |